1.
A 15-piece molecular cluster, C30H90O15 overall in a non-equilibrium geometry, computed with ωB97M-V/def2-TZVPD.

HOMO-LUMO gap = 10.04 eV
Relative energy (zero: lowest compared OMol25 entry of this formula, charge and spin) = 3.3981 eV
HOMO = -9.60 eV

Last column: Löwdin charge in e.
Positions of all 135 atoms, in Å:
C1 -2.227 -2.598 -3.019  -0.066
C2 -0.984 -3.340 -3.457  -0.273
O1 0.136 -2.991 -2.627  -0.111
H1 -3.000 -2.806 -3.761  0.093
H2 -2.052 -1.526 -2.970  0.055
H3 -2.572 -2.986 -2.060  0.062
H4 -0.751 -3.129 -4.509  0.104
H5 -1.141 -4.424 -3.433  0.118
H6 0.846 -3.616 -2.809  0.096
C3 -2.174 0.597 3.554  -0.081
C4 -2.576 1.196 4.892  -0.306
O2 -2.140 0.383 5.973  -0.081
H7 -2.387 1.289 2.740  0.059
H8 -2.690 -0.359 3.428  0.082
H9 -1.111 0.349 3.553  0.044
H10 -3.650 1.383 4.977  0.111
H11 -2.111 2.190 5.007  0.087
H12 -1.516 -0.274 5.631  0.025
C5 -0.491 -2.606 2.907  -0.065
C6 -0.923 -2.628 4.362  -0.283
O3 -0.291 -1.587 5.105  -0.099
H13 -0.869 -1.694 2.440  0.050
H14 -0.949 -3.431 2.355  0.061
H15 0.589 -2.699 2.797  0.064
H16 -0.671 -3.595 4.813  0.116
H17 -2.003 -2.530 4.458  0.115
H18 0.616 -1.842 5.289  0.100
C7 2.698 -0.287 -3.717  -0.084
C8 4.121 -0.448 -4.200  -0.318
O4 4.201 -0.856 -5.552  -0.070
H19 2.088 -1.185 -3.822  0.070
H20 2.188 0.490 -4.303  0.055
H21 2.687 0.086 -2.689  0.061
H22 4.675 -1.161 -3.592  0.115
H23 4.640 0.511 -4.066  0.114
H24 3.802 -0.175 -6.100  0.078
C9 3.435 -1.449 1.457  -0.081
C10 4.072 -1.858 0.140  -0.324
O5 5.104 -0.967 -0.230  -0.091
H25 2.455 -1.918 1.609  0.055
H26 3.220 -0.378 1.461  0.046
H27 4.073 -1.665 2.315  0.079
H28 3.303 -1.833 -0.647  0.091
H29 4.476 -2.867 0.176  0.108
H30 4.702 -0.080 -0.261  0.032
C11 -1.198 0.873 -4.693  -0.086
C12 -0.609 0.035 -5.807  -0.314
O6 -1.475 -0.063 -6.939  -0.070
H31 -1.362 1.925 -4.937  0.071
H32 -0.492 0.933 -3.853  0.050
H33 -2.113 0.421 -4.310  0.068
H34 -0.322 -0.954 -5.455  0.098
H35 0.347 0.485 -6.122  0.105
H36 -1.562 0.822 -7.304  0.081
C13 0.012 3.625 -2.509  -0.091
C14 1.506 3.505 -2.731  -0.255
O7 2.153 3.223 -1.483  -0.101
H37 -0.247 4.482 -1.885  0.072
H38 -0.446 2.719 -2.110  0.059
H39 -0.513 3.794 -3.458  0.076
H40 1.885 4.431 -3.167  0.118
H41 1.702 2.638 -3.356  0.097
H42 2.028 3.958 -0.870  0.100
C15 1.695 1.352 3.633  -0.073
C16 1.269 2.305 4.719  -0.265
O8 1.826 3.592 4.400  -0.095
H43 2.731 1.024 3.760  0.081
H44 1.616 1.789 2.638  0.060
H45 1.111 0.430 3.693  0.059
H46 1.636 1.968 5.694  0.120
H47 0.178 2.379 4.796  0.093
H48 1.702 4.216 5.121  0.102
C17 -3.891 0.194 -1.123  -0.064
C18 -3.780 -0.083 0.378  -0.288
O9 -2.964 -1.222 0.618  -0.122
H49 -2.894 0.510 -1.438  0.064
H50 -4.643 0.973 -1.262  0.064
H51 -4.237 -0.675 -1.678  0.077
H52 -4.778 -0.276 0.776  0.124
H53 -3.351 0.774 0.899  0.065
H54 -2.055 -1.122 0.256  0.048
C19 -1.261 4.807 3.070  -0.074
C20 -0.539 4.158 1.903  -0.316
O10 0.848 4.461 1.926  -0.100
H55 -1.132 5.892 3.021  0.081
H56 -0.866 4.494 4.038  0.058
H57 -2.338 4.621 3.036  0.065
H58 -0.972 4.474 0.954  0.101
H59 -0.663 3.065 1.972  0.086
H60 1.211 4.187 2.793  0.035
C21 -0.021 0.820 0.320  -0.062
C22 0.388 -0.263 -0.638  -0.265
O11 -0.521 -1.368 -0.536  -0.111
H61 -0.026 0.438 1.341  0.062
H62 -1.028 1.177 0.082  0.069
H63 0.660 1.664 0.198  0.070
H64 1.415 -0.618 -0.510  0.096
H65 0.324 0.104 -1.675  0.101
H66 -0.344 -1.964 -1.290  0.039
C23 1.433 -5.037 -0.135  -0.081
C24 1.668 -6.464 -0.543  -0.312
O12 2.618 -6.458 -1.611  -0.083
H67 0.976 -4.931 0.847  0.068
H68 0.846 -4.446 -0.843  0.051
H69 2.383 -4.494 -0.073  0.072
H70 0.747 -6.941 -0.894  0.109
H71 2.059 -7.033 0.307  0.112
H72 2.930 -7.353 -1.765  0.079
C25 5.579 3.020 0.439  -0.074
C26 4.349 2.255 0.885  -0.310
O13 3.769 1.468 -0.142  -0.121
H73 5.321 3.798 -0.287  0.072
H74 6.290 2.365 -0.067  0.079
H75 6.072 3.484 1.293  0.076
H76 3.592 2.913 1.327  0.109
H77 4.654 1.582 1.694  0.109
H78 3.233 2.027 -0.732  0.047
C27 -3.537 4.049 -1.320  -0.074
C28 -4.138 3.586 -0.021  -0.324
O14 -4.359 4.751 0.790  -0.085
H79 -4.173 4.787 -1.809  0.083
H80 -3.419 3.230 -2.031  0.068
H81 -2.571 4.488 -1.074  0.057
H82 -3.444 2.950 0.549  0.089
H83 -5.044 2.977 -0.126  0.107
H84 -4.765 4.482 1.618  0.079
C29 -2.376 -5.036 0.178  -0.093
C30 -3.507 -4.524 1.061  -0.314
O15 -4.305 -3.586 0.352  -0.101
H85 -1.842 -4.221 -0.317  0.052
H86 -2.723 -5.704 -0.612  0.076
H87 -1.670 -5.608 0.792  0.068
H88 -3.104 -4.105 1.992  0.094
H89 -4.158 -5.357 1.338  0.109
H90 -3.829 -2.731 0.425  0.030



2.
A 2-piece molecular cluster, C4H8IN2 overall in a non-equilibrium geometry, computed with ωB97M-V/def2-TZVPD.

HOMO-LUMO gap (alpha / beta) = 5.86 / 5.87 eV
Relative energy (zero: lowest compared OMol25 entry of this formula, charge and spin) = 5.6512 eV
HOMO (alpha / beta) = -11.87 / -11.87 eV
Total charge = +1

Last column: natural (NBO) charge in e.
Positions of all 15 atoms, in Å:
C1 -0.202 0.433 0.464  -0.124
C2 -3.206 0.961 -0.517  0.291
C3 2.047 -0.139 1.138  -0.423
C4 0.893 -1.145 -0.941  -0.403
N1 -2.919 1.977 -1.129  -0.502
N2 0.850 -0.255 0.206  -0.345
I1 -4.566 -0.279 0.270  0.572
H1 -0.305 0.885 1.442  0.145
H2 2.106 0.897 1.395  0.226
H3 2.919 -0.590 0.483  0.223
H4 1.817 -0.775 2.015  0.226
H5 0.436 -2.135 -0.575  0.219
H6 1.872 -1.249 -1.356  0.219
H7 0.225 -0.743 -1.605  0.220
H8 -1.966 2.159 -1.291  0.456



3.
C25H21FeN3O5S as an isolated structure in a non-equilibrium geometry, computed with ωB97M-V/def2-TZVPD.

HOMO-LUMO gap (alpha / beta) = 7.56 / 7.63 eV
<S²> = 0.815
HOMO (alpha / beta) = -5.04 / -5.03 eV
Total charge = -1
Spin multiplicity = 2

Last column: natural (NBO) charge in e.
Positions of all 56 atoms, in Å:
Fe1 -0.126 0.276 -0.960  1.321
O1 3.397 -1.210 -3.083  -0.693
C1 2.604 -1.768 -4.018  0.434
C2 3.169 -2.747 -4.837  -0.305
C3 2.405 -3.372 -5.801  -0.177
C4 1.063 -3.037 -5.967  -0.271
C5 0.504 -2.063 -5.166  -0.125
C6 1.260 -1.405 -4.195  -0.237
C7 0.648 -0.369 -3.340  0.580
O2 1.277 0.084 -2.282  -0.716
N1 -0.565 0.011 -3.637  -0.403
N2 -1.000 0.821 -2.608  -0.276
C8 -2.086 1.480 -2.719  0.139
C9 -2.410 2.475 -1.724  -0.226
C10 -3.573 3.242 -1.866  -0.146
C11 -3.842 4.310 -1.040  -0.298
C12 -2.905 4.640 -0.055  -0.196
C13 -1.748 3.912 0.102  -0.244
C14 -1.463 2.788 -0.707  0.394
O3 -0.365 2.125 -0.484  -0.693
H1 2.833 -0.636 -2.523  0.515
H2 4.207 -3.008 -4.678  0.214
H3 2.853 -4.138 -6.422  0.201
H4 0.459 -3.544 -6.708  0.205
H5 -0.537 -1.788 -5.264  0.234
H6 -2.690 1.360 -3.615  0.192
H7 -4.263 2.982 -2.662  0.199
H8 -4.746 4.890 -1.160  0.203
H9 -3.090 5.485 0.598  0.200
H10 -1.025 4.172 0.864  0.207
S1 0.014 -4.295 -1.091  -0.271
C15 -0.365 -2.721 -1.129  0.212
N3 -0.641 -1.583 -1.147  -0.637
C16 0.922 -0.689 7.058  -0.624
C17 0.726 -0.512 5.575  -0.021
C18 1.121 -1.497 4.681  -0.187
C19 0.935 -1.357 3.309  0.023
C20 1.375 -2.443 2.364  -0.648
C21 0.318 -0.196 2.843  -0.103
C22 -0.098 0.810 3.718  0.034
C23 -0.754 2.059 3.195  -0.645
C24 0.124 0.639 5.077  -0.236
C25 0.082 -0.030 1.380  0.765
O4 1.056 -0.015 0.564  -0.655
O5 -1.074 0.081 0.911  -0.625
H11 1.606 -1.511 7.269  0.210
H12 -0.026 -0.909 7.553  0.214
H13 1.326 0.217 7.513  0.211
H14 1.592 -2.400 5.056  0.191
H15 1.748 -3.304 2.918  0.204
H16 2.160 -2.086 1.697  0.243
H17 0.557 -2.780 1.725  0.243
H18 -0.161 2.506 2.395  0.232
H19 -0.878 2.791 3.994  0.201
H20 -1.731 1.836 2.764  0.243
H21 -0.182 1.422 5.764  0.196



4.
A 2-piece molecular cluster, C8H7O3S overall in a non-equilibrium geometry, computed with ωB97M-V/def2-TZVPD.

HOMO-LUMO gap = 4.31 eV
Relative energy (zero: lowest compared OMol25 entry of this formula, charge and spin) = 1.9226 eV
HOMO = -1.27 eV
Total charge = -1

Last column: natural (NBO) charge in e.
Positions of all 19 atoms, in Å:
C1 0.366 1.108 -2.372  -0.433
C2 -0.922 0.821 -1.814  -0.171
C3 1.510 0.630 -1.686  -0.203
C4 -1.094 0.033 -0.761  -0.355
C5 1.403 -0.172 -0.601  -0.320
C6 0.051 -0.533 -0.072  -0.102
C7 -0.391 1.482 2.633  0.428
C8 -0.092 -1.250 1.086  0.294
O1 0.728 1.818 2.735  -0.487
O2 -1.284 -1.772 1.457  -0.747
O3 1.087 -1.946 1.573  -0.746
S1 -1.884 1.125 2.541  0.019
H1 0.362 1.613 -3.369  0.182
H2 -1.889 1.242 -2.229  0.177
H3 2.551 0.982 -1.892  0.183
H4 -2.067 -0.165 -0.449  0.193
H5 2.382 -0.398 -0.182  0.204
H6 -1.596 -2.532 0.902  0.426
H7 0.780 -2.088 2.500  0.458



5.
An isolated ion of composition C6H7N2 and charge +1 in a non-equilibrium geometry, computed with ωB97M-V/def2-TZVPD.

HOMO-LUMO gap = 7.57 eV
Relative energy (zero: lowest compared OMol25 entry of this formula, charge and spin) = 4.7147 eV
HOMO = -13.06 eV
Total charge = +1

Last column: natural (NBO) charge in e.
Positions of all 15 atoms, in Å:
C1 -2.541 0.128 0.127  0.318
C2 -2.323 1.389 -0.212  -0.387
C3 -1.009 1.995 -0.240  0.219
C4 0.819 0.410 0.439  0.281
C5 -1.808 -2.069 0.836  0.099
C6 1.332 -0.670 -0.377  -0.717
N1 -2.138 -1.020 0.364  -0.340
N2 0.005 1.268 -0.035  -0.281
H1 -3.235 2.032 -0.355  0.275
H2 -0.986 2.998 -0.526  0.248
H3 0.988 0.360 1.453  0.228
H4 -2.559 -2.852 0.847  0.220
H5 1.335 -0.404 -1.436  0.263
H6 0.697 -1.606 -0.146  0.297
H7 2.287 -1.116 0.039  0.279



6.
C20H48BF4N4O6 as an isolated structure in a non-equilibrium geometry, computed with ωB97M-V/def2-TZVPD.

HOMO-LUMO gap = 9.05 eV
Relative energy (zero: lowest compared OMol25 entry of this formula, charge and spin) = 4.6472 eV
HOMO = -6.87 eV
Total charge = -1

Last column: Löwdin charge in e.
Positions of all 83 atoms, in Å:
B1 -0.334 0.029 -0.044  -1.338
F1 -0.919 0.693 -1.138  0.128
F2 -0.629 0.623 1.138  0.163
F3 -0.687 -1.330 0.113  0.110
F4 1.032 0.156 -0.178  0.138
C1 -4.005 0.953 -0.313  -0.068
C2 -5.397 1.526 -0.033  -0.235
N1 -6.474 1.980 0.266  0.077
H1 -2.992 1.556 0.151  0.129
H2 -3.861 -0.028 0.283  0.100
H3 -3.795 0.819 -1.337  0.029
C3 1.122 -2.944 -2.492  -0.060
C4 -0.411 -3.107 -2.601  -0.228
N2 -1.592 -3.352 -2.627  0.122
H4 1.424 -2.256 -1.572  0.109
H5 1.631 -4.017 -2.553  0.122
H6 1.476 -2.487 -3.305  -0.010
C5 3.789 2.236 1.330  -0.034
C6 3.368 3.513 0.877  -0.351
N3 3.090 4.577 0.620  0.145
H7 4.673 2.079 0.760  0.068
H8 3.818 2.504 2.415  0.121
H9 2.952 1.657 0.921  0.085
C7 1.698 2.567 -2.564  -0.005
C8 0.636 3.379 -3.322  -0.218
N4 -0.152 4.061 -3.851  0.122
H10 1.302 1.787 -2.101  -0.006
H11 2.319 2.228 -3.417  0.103
H12 2.130 3.152 -1.913  -0.001
C9 -2.662 -5.743 1.923  -0.113
C10 -2.539 -4.422 1.187  -0.453
O1 -1.310 -3.868 1.467  -0.201
H13 -3.505 -6.275 1.515  0.050
H14 -2.632 -5.610 3.023  0.063
H15 -1.541 -6.299 1.790  0.134
H16 -3.505 -3.712 1.357  0.136
H17 -2.704 -4.384 0.084  0.088
H18 -1.041 -2.735 1.038  0.231
C11 -3.003 0.065 5.500  -0.047
C12 -1.871 0.247 4.440  -0.262
O2 -2.506 -0.064 3.228  -0.003
H19 -3.089 -0.840 5.587  -0.021
H20 -3.895 0.526 5.269  0.067
H21 -2.552 0.362 6.336  0.036
H22 -1.111 -0.525 4.786  0.114
H23 -1.343 1.373 4.368  0.168
H24 -1.943 0.053 2.640  -0.096
C13 5.599 -0.149 -1.654  -0.054
C14 4.292 -0.978 -1.488  -0.284
O3 3.137 -0.282 -1.871  -0.079
H25 5.766 -0.085 -2.843  0.114
H26 6.597 -0.704 -1.479  0.093
H27 5.611 0.761 -1.253  -0.010
H28 4.132 -1.118 -0.611  -0.002
H29 4.181 -1.976 -2.168  0.164
H30 2.528 -0.241 -1.173  0.007
C15 -0.704 5.157 -0.503  -0.063
C16 -1.055 4.019 0.476  -0.244
O4 -2.410 4.424 1.010  -0.185
H31 0.316 4.940 -0.892  0.064
H32 -0.839 6.070 -0.017  0.050
H33 -1.465 4.969 -1.256  0.071
H34 -0.431 3.885 1.333  0.093
H35 -1.429 3.114 0.085  0.057
H36 -2.820 3.772 1.710  0.120
C17 2.386 -2.560 3.357  -0.088
C18 1.016 -2.042 2.902  -0.300
O5 1.155 -0.560 3.074  -0.160
H37 3.207 -2.097 2.775  0.064
H38 2.367 -3.823 3.070  0.155
H39 2.474 -2.309 4.335  0.011
H40 0.175 -2.542 3.395  0.111
H41 0.947 -2.298 1.959  0.019
H42 0.673 -0.190 2.124  0.142
C19 -0.651 0.639 -5.730  -0.061
C20 -0.943 -0.177 -4.453  -0.292
O6 -2.042 0.341 -3.714  -0.048
H43 -1.261 0.408 -6.339  -0.055
H44 0.199 0.149 -6.039  0.045
H45 -0.505 1.787 -5.713  0.114
H46 0.120 -0.196 -3.886  0.138
H47 -1.030 -1.225 -4.735  0.087
H48 -1.738 0.391 -2.846  -0.003